No. 1
Density functional theory data (ωB97M-V/def2-TZVPD) for a molecular structure, C23H38Cl28F9InN.

Positions of all 100 atoms, in Å:
In: 0.5801 -0.5172 2.6626
Cl: 4.2925 4.5634 -0.3915
Cl: 2.9850 1.7250 3.4939
Cl: -4.3849 0.7880 0.1530
Cl: -9.2060 6.9875 -3.6471
Cl: 1.9034 6.7086 -4.1310
Cl: -11.5897 3.2492 -5.7643
Cl: 7.5834 0.7767 -7.2353
Cl: 1.0664 4.0793 4.3120
Cl: 3.8689 1.8165 -5.6233
Cl: -4.1149 -3.1131 0.3599
Cl: -10.5869 5.8613 -6.6759
Cl: -0.8843 -7.3029 7.3681
Cl: -9.9948 5.1716 -1.4822
Cl: -0.3105 4.2298 -0.1251
Cl: -6.3973 3.0181 -2.7918
Cl: -2.9959 -5.3087 6.9657
Cl: 2.8122 -7.7231 -2.2717
Cl: 2.0112 3.8989 -6.5305
Cl: 4.7258 2.5318 -2.4580
Cl: -7.0356 -3.3607 0.0641
Cl: 7.6499 -4.9488 0.4299
Cl: -3.7422 -0.8643 -2.2125
Cl: 0.4236 8.1976 -2.0827
Cl: 3.4173 -5.1440 -0.9977
Cl: 7.2260 2.8225 -5.1631
Cl: -5.2992 5.5137 -1.7290
Cl: 1.7885 2.1922 0.0195
Cl: 8.2700 -3.2783 2.7605
F: 0.6515 -4.0613 3.2136
F: 1.9097 -5.3440 6.8199
F: 1.9370 -5.4960 2.1676
F: 1.1053 -6.2055 4.6001
F: 3.4808 -4.1188 6.0089
F: 3.2755 -6.0958 4.3718
F: 3.0640 -2.5749 3.7939
F: 4.1350 -4.1393 2.6946
F: 1.4145 -3.5122 5.8119
N: -1.1412 0.0955 0.0550
C: 2.6140 -2.7887 1.4343
C: -1.2637 -0.4910 1.4190
C: 3.3279 -6.8924 -0.7941
C: 0.8757 3.2763 -1.0290
C: 2.9226 -3.4514 2.7700
C: 1.9312 7.3724 -2.4912
C: 2.3167 -1.2807 1.4684
C: 5.2256 3.1473 -0.8778
C: 3.7035 3.4237 -6.3306
C: 7.3313 -4.6435 2.1449
C: 1.9012 -4.5503 3.1613
C: -5.0024 -0.0728 -1.2636
C: -11.2546 4.2953 -7.1508
C: -5.5321 -4.1325 0.6025
C: 2.2398 -4.5382 5.8035
C: -5.6180 3.8073 -1.4032
C: 0.4449 2.5343 3.7187
C: -1.0650 2.4706 3.6647
C: 8.1893 1.4502 -5.7159
C: -1.2589 -5.6372 6.8969
C: 1.2312 1.5118 3.3724
C: -9.3886 5.3060 -3.1394
C: 2.1589 -5.3501 4.4752
H: -1.3733 1.9265 2.7697
H: -8.4218 4.8208 -3.1903
H: 9.2079 1.7836 -5.8726
H: -1.5743 -1.5378 1.2946
H: 2.7428 8.0868 -2.4243
H: -0.7743 -0.5816 -0.5990
H: -12.1858 4.4648 -7.6776
H: -5.4030 -5.0451 0.0333
H: 2.6096 -7.1070 -0.0117
H: -2.1082 -0.0059 1.9266
H: 1.5723 3.9559 -1.5075
H: 2.0777 6.5555 -1.7954
H: -0.7545 -4.9652 7.5797
H: -5.6904 -0.8330 -0.9135
H: -5.5005 0.6461 -1.9030
H: 4.1659 3.4103 -7.3104
H: -5.6268 -4.3470 1.6602
H: 6.2703 3.4293 -0.9318
H: 5.0673 2.3695 -0.1388
H: 0.2344 -1.4671 4.1289
H: -0.9202 -5.4825 5.8803
H: -1.4642 1.9825 4.5583
H: 0.3491 2.6825 -1.7675
H: -1.4713 3.4839 3.5931
H: 4.3122 -7.2566 -0.5249
H: 6.2783 -4.4188 2.2626
H: -10.0955 4.8246 -3.8046
H: 2.1559 -0.9640 0.4322
H: 4.1941 4.1402 -5.6813
H: 1.8232 -3.3355 0.9112
H: -4.6819 3.3008 -1.2022
H: -10.5356 3.7952 -7.7882
H: -6.2868 3.7342 -0.5544
H: 7.6071 -5.5282 2.7057
H: 8.1463 0.6776 -4.9574
H: -0.5249 0.8954 0.0807
H: 3.5250 -2.9555 0.8424
H: 3.1953 -0.7651 1.8723

Forces on the atoms, in the same order (eV/Å):
-0.22 -0.27 0.22
0.03 0.23 0.02
-0.08 0.02 0.01
-0.07 -0.01 -0.04
0.05 0.08 0.05
0.03 -0.05 0.00
0.01 0.00 0.03
0.01 -0.01 -0.01
-0.03 -0.03 0.02
-0.13 -0.11 -0.05
-0.10 -0.03 0.07
-0.03 -0.10 0.01
0.02 0.02 -0.01
0.01 -0.03 0.00
0.00 0.05 -0.01
-0.01 -0.03 -0.01
0.00 0.01 0.00
0.00 -0.02 0.00
0.00 0.02 0.02
0.01 0.05 0.02
-0.02 0.04 -0.03
-0.02 -0.04 -0.02
0.06 0.08 -0.10
0.01 0.01 0.01
0.03 -0.05 -0.08
0.12 0.09 0.02
-0.03 -0.01 0.01
0.02 -0.05 0.03
0.01 0.00 0.02
0.29 -0.04 -0.03
0.00 -0.18 0.13
-0.05 0.23 0.26
0.21 0.18 -0.05
0.19 0.11 0.00
-0.16 0.13 -0.02
-0.10 -0.32 -0.26
-0.30 0.24 0.07
-0.24 0.18 -0.05
-0.39 0.09 0.18
0.34 0.44 -0.44
0.15 -0.02 -0.22
0.02 0.00 0.13
0.06 -0.06 -0.10
0.04 -0.09 -0.06
0.02 0.01 0.04
-0.21 -0.12 0.52
0.00 -0.15 0.06
0.09 0.02 -0.07
-0.09 -0.01 0.05
0.14 -0.23 -0.14
-0.13 0.04 0.05
-0.01 0.04 -0.14
0.15 -0.10 0.07
0.19 -0.18 -0.07
0.04 0.07 0.07
0.17 -0.47 -0.16
0.29 0.29 -0.16
0.02 -0.03 0.02
0.01 0.03 -0.02
-0.19 0.40 -0.04
0.01 -0.08 -0.08
-0.34 -0.14 0.04
-0.03 -0.10 0.19
0.04 0.06 0.05
-0.02 0.02 -0.03
0.02 0.11 0.06
-0.01 0.01 -0.02
0.20 0.08 0.04
-0.01 0.01 0.03
-0.02 0.02 -0.03
-0.03 0.02 -0.03
0.08 -0.09 -0.02
0.02 0.00 0.02
-0.04 -0.03 0.02
-0.02 -0.02 0.02
0.02 -0.05 0.00
0.02 -0.06 0.00
0.00 -0.01 0.01
-0.02 0.04 0.00
-0.01 0.02 -0.03
-0.08 0.01 -0.01
0.07 0.10 -0.06
-0.03 -0.03 -0.01
-0.06 0.05 -0.10
-0.04 -0.01 0.04
-0.01 -0.17 0.08
0.01 0.01 -0.05
0.05 0.04 -0.03
-0.05 0.04 0.01
0.14 0.02 0.09
-0.07 -0.01 0.06
0.03 -0.02 0.26
0.02 0.01 -0.05
0.03 -0.01 0.04
-0.03 0.00 -0.03
0.04 0.00 -0.02
-0.05 0.00 -0.02
0.17 -0.14 -0.13
-0.13 -0.14 0.09
-0.08 0.05 -0.24

## Properties
Molar mass ... 1607.05 g mol⁻¹
HOMO ... -4.49 eV
Kohn-Sham gap ... 6.1 eV
Charge ... -1
Largest force on an atom ... 0.71 eV/Å

Atom charges from the Mulliken analysis, given in e for atoms 1 to 99:
1. In 1.289
2. Cl -0.131
3. Cl -0.249
4. Cl -0.100
5. Cl -0.176
6. Cl -0.125
7. Cl -0.159
8. Cl -0.154
9. Cl -0.269
10. Cl -0.140
11. Cl -0.018
12. Cl -0.118
13. Cl -0.173
14. Cl -0.176
15. Cl -0.161
16. Cl -0.241
17. Cl -0.186
18. Cl -0.188
19. Cl -0.171
20. Cl -0.065
21. Cl -0.188
22. Cl -0.175
23. Cl -0.158
24. Cl -0.158
25. Cl -0.109
26. Cl -0.102
27. Cl -0.157
28. Cl -0.001
29. Cl -0.168
30. F -0.233
31. F -0.284
32. F -0.284
33. F -0.268
34. F -0.264
35. F -0.255
36. F -0.282
37. F -0.269
38. F -0.194
39. N -0.212
40. C -1.179
41. C -0.772
42. C -0.134
43. C -0.238
44. C 1.175
45. C -0.029
46. C -1.410
47. C -0.402
48. C -0.186
49. C 0.594
50. C 0.265
51. C 0.389
52. C -0.247
53. C -0.349
54. C 0.603
55. C -0.171
56. C 0.289
57. C -0.950
58. C -0.272
59. C 0.153
60. C -0.105
61. C 0.660
62. C 0.446
63. H 0.078
64. H -0.121
65. H 0.290
66. H 0.105
67. H 0.296
68. H 0.202
69. H 0.260
70. H 0.287
71. H 0.161
72. H 0.220
73. H 0.115
74. H 0.020
75. H 0.226
76. H -0.017
77. H -0.126
78. H 0.294
79. H 0.275
80. H 0.329
81. H 0.252
82. H -0.523
83. H -0.052
84. H 0.262
85. H 0.333
86. H 0.398
87. H 0.280
88. H -0.454
89. H -0.165
90. H 0.458
91. H 0.192
92. H 0.387
93. H 0.224
94. H 0.265
95. H 0.299
96. H 0.265
97. H 0.247
98. H -0.020
99. H 0.366

No. 2
Density functional theory data (ωB97M-V/def2-TZVPD) for a molecular structure, C54H41N5O5RhS at a distorted geometry.

Positions of all 107 atoms, in Å:
Rh: -0.1174 0.3785 0.1001
S: -0.6257 -0.5079 -3.0800
O: -1.7801 -1.2766 -0.1550
O: 5.6038 -5.8020 3.4738
O: -6.6320 -0.8503 6.0096
O: -4.2340 7.8426 -3.1726
O: 6.2611 0.6838 -6.6109
N: -1.4763 -2.4407 0.2690
N: -1.6238 1.5769 0.6385
N: -0.0090 -0.4176 1.9367
N: 1.6664 -0.5634 -0.4230
N: 0.2684 1.6772 -1.7312
C: -1.0385 -0.3666 2.8462
C: -3.2690 3.1401 0.6522
C: 4.6645 -3.6429 3.5631
C: -5.6585 -0.6867 3.7611
C: 0.8527 -1.4050 2.3474
C: 3.5437 -1.2734 -1.5137
C: 1.9196 -1.9416 1.6102
C: 0.4136 -1.9088 3.5998
C: -2.4507 1.3301 1.6881
C: -3.4978 2.2966 1.6991
C: 1.4427 2.9095 -3.2290
C: 3.3685 0.6477 -3.5986
C: -3.5315 6.7903 -2.6294
C: 5.3155 1.5959 -4.6651
C: 2.7690 -2.9986 2.2144
C: -0.5405 0.5533 -1.8524
C: 5.2774 0.6108 -5.6505
C: 3.3396 -0.3294 -4.5855
C: 3.7567 -2.6906 3.1475
C: -3.3562 0.2973 4.9650
C: -0.7663 -4.9273 1.2695
C: -0.2467 -4.4610 0.0656
C: -2.2467 4.5075 -1.6404
C: -3.5961 4.4673 -2.0018
C: 4.3706 1.6120 -3.6593
C: -7.7788 -1.4832 5.5096
C: 2.4393 -0.3697 -1.5485
C: -3.3709 0.1139 3.5832
C: -0.3827 2.9383 -1.8610
C: -5.6158 -0.5276 5.1398
C: 6.2759 -0.2850 -7.6267
C: -2.1964 6.8480 -2.2557
C: -2.1152 2.6577 -0.0433
C: 0.3299 3.6427 -2.8430
C: -2.2224 0.3850 2.7007
C: 2.6904 -4.3128 1.7704
C: -2.0381 -2.9062 1.4114
C: -3.4933 8.9553 -3.5953
C: 2.2840 -1.5351 0.3191
C: 2.3572 0.6489 -2.5161
C: 5.6454 -7.0781 2.8907
C: 4.6129 -4.9416 3.0579
C: -4.5515 -0.3504 3.0022
C: -1.6855 -4.1228 1.9320
C: 3.4477 -1.9956 -0.3651
C: -0.7620 -1.2759 3.9035
C: -4.4643 -0.0059 5.7273
C: -1.5774 5.7210 -1.7455
C: 1.4484 1.7102 -2.5145
C: -0.5968 -3.2227 -0.4049
C: 3.5857 -5.2818 2.1892
C: 4.2799 -0.3529 -5.6024
C: -4.2343 5.5978 -2.4638
C: -1.5520 3.2966 -1.1712
H: -2.9694 9.4431 -2.7669
H: -6.5386 -1.0751 3.2681
H: 3.4777 -6.2878 1.8079
H: -0.4615 -5.8788 1.6749
H: -5.2786 5.5858 -2.7367
H: -4.2169 9.6499 -4.0176
H: 5.3751 -0.2315 -8.2508
H: -1.6160 7.7535 -2.3536
H: -8.4051 -1.6818 6.3806
H: 3.8291 -1.6835 3.5304
H: -4.5928 -0.4660 1.9282
H: 6.1033 2.3343 -4.6999
H: 7.1503 -0.0516 -8.2352
H: 2.5690 -1.0849 -4.5576
H: 4.7580 -7.6702 3.1428
H: 0.0660 4.6084 -3.2254
H: -2.7423 -2.2447 1.8877
H: 4.4129 2.3660 -2.8866
H: -0.1928 -2.7923 -1.3089
H: 0.4490 -5.0559 -0.5081
H: 1.9173 -4.5834 1.0714
H: -7.5387 -2.4320 5.0182
H: 5.7351 -7.0233 1.7994
H: 2.1851 3.2079 -3.9449
H: -4.1406 3.5368 -1.9249
H: -4.2746 2.3653 2.4386
H: -1.3811 -1.4403 4.7659
H: 4.2221 -1.1308 -6.3475
H: 6.3787 -1.2942 -7.2110
H: 0.9258 -2.6614 4.1711
H: -4.4615 0.1487 6.7948
H: -2.4720 0.6922 5.4432
H: -3.8327 4.0226 0.4098
H: -8.3230 -0.8430 4.8075
H: -0.5511 5.7860 -1.4134
H: -2.1184 -4.4364 2.8679
H: 5.4482 -3.3831 4.2570
H: 4.1265 -2.7433 0.0002
H: -2.7678 8.6749 -4.3665
H: 6.5263 -7.5731 3.3009
H: 4.3237 -1.3220 -2.2496

Forces on the atoms, in the same order (eV/Å):
0.73 0.37 0.21
-0.14 0.16 0.15
-0.38 0.70 -0.34
-0.17 0.36 0.08
0.37 0.21 0.05
-0.06 -0.40 0.25
-0.16 0.21 0.37
0.22 -1.00 0.50
-0.37 0.00 0.04
-0.22 -0.27 0.24
-0.19 -0.07 -0.14
0.44 0.11 0.06
-0.07 -0.19 0.37
-0.06 -0.14 0.03
0.17 -0.20 0.01
-0.41 -0.10 0.26
-0.07 -0.27 0.55
0.06 -0.36 0.19
0.24 0.32 -0.77
0.38 0.05 -0.29
0.20 -0.18 0.40
0.01 0.10 -0.13
-0.57 0.22 0.08
-0.04 -0.07 -0.09
-0.03 -0.02 -0.06
0.13 -0.03 -0.20
-0.05 -0.11 -0.08
-0.37 -1.05 -1.03
0.07 0.15 0.04
-0.01 0.21 0.15
-0.09 -0.12 -0.01
-0.10 -0.03 -0.11
-0.18 0.32 -0.22
-0.19 -0.33 0.36
0.06 0.25 -0.11
0.14 0.15 -0.13
0.03 -0.12 -0.02
-0.11 -0.05 -0.07
0.00 0.35 -0.28
-0.14 -0.11 -0.05
-1.33 0.62 0.63
0.05 0.00 0.12
-0.01 -0.08 -0.05
-0.11 0.36 -0.15
-0.01 0.24 0.00
0.50 -0.14 -0.38
0.03 0.36 -0.42
-0.04 0.30 0.15
-0.09 0.21 -0.06
0.07 0.16 -0.08
-0.27 -0.12 0.82
-0.40 0.30 0.42
-0.03 -0.21 -0.07
0.01 0.03 0.12
0.27 -0.03 0.13
0.35 -0.52 -0.13
0.15 0.04 -0.37
-0.25 0.25 -0.10
-0.23 -0.13 0.10
-0.17 -0.25 0.14
0.87 -0.65 -0.15
0.03 0.26 -0.21
0.29 -0.37 0.01
0.25 -0.09 -0.32
-0.03 0.31 -0.16
0.80 -0.37 -0.14
-0.02 0.00 -0.03
-0.06 -0.01 0.01
0.08 -0.04 0.00
0.00 -0.10 0.04
-0.11 -0.07 -0.07
0.06 0.04 0.00
0.06 -0.06 0.07
-0.05 0.10 -0.01
-0.01 0.01 -0.14
0.00 0.13 -0.01
0.04 -0.01 -0.10
0.06 0.06 -0.03
-0.10 -0.10 -0.01
-0.12 -0.05 0.04
0.03 0.03 -0.02
-0.04 0.13 0.01
0.02 0.16 -0.09
0.03 0.09 0.05
-0.09 0.19 -0.01
0.04 0.04 -0.05
0.04 0.05 -0.06
0.01 0.03 -0.02
0.00 0.01 0.06
0.11 0.03 -0.09
0.01 -0.04 0.00
-0.05 0.04 0.10
-0.10 0.00 0.10
0.01 -0.06 -0.11
-0.03 0.03 -0.10
0.05 -0.14 0.06
0.01 -0.01 0.17
0.10 0.03 0.01
-0.02 0.01 -0.03
-0.01 -0.03 0.00
0.05 0.00 -0.01
-0.09 0.04 0.10
0.13 -0.02 0.10
0.12 -0.08 0.05
0.03 0.03 0.05
-0.08 0.04 -0.05
0.10 -0.02 -0.10

## Properties
Relative energy (zero: lowest compared OMol25 entry of this formula, charge and spin) ... 0.0 kcal per mole
Molar mass ... 974.92 g mol⁻¹
2S+1 ... 5
HOMO (spin up / spin down) ... -1.99 / -3.77 eV
Kohn-Sham gap (spin up / spin down) ... 4.3 / 5.2 eV
Charge ... -1
⟨S²⟩ ... 6.05
Largest force on an atom ... 1.59 eV/Å

Atom charges from the Mulliken analysis, given in e for atoms 1 to 99:
1. Rh 0.342
2. S -0.297
3. O -0.575
4. O -0.471
5. O -0.468
6. O -0.463
7. O -0.466
8. N 0.472
9. N 0.051
10. N -0.042
11. N 0.449
12. N 0.973
13. C 0.519
14. C -1.498
15. C -0.874
16. C -0.696
17. C 0.274
18. C -1.661
19. C 0.857
20. C -1.243
21. C 0.248
22. C -1.661
23. C -1.401
24. C -0.967
25. C 0.934
26. C -0.944
27. C -1.029
28. C 0.207
29. C 0.976
30. C -0.405
31. C -0.311
32. C -0.171
33. C -0.071
34. C -0.850
35. C -0.169
36. C -0.458
37. C -0.023
38. C -0.811
39. C 0.282
40. C -0.133
41. C 0.491
42. C 0.817
43. C -0.821
44. C -0.526
45. C 0.277
46. C -1.148
47. C 0.583
48. C 0.119
49. C 0.027
50. C -0.833
51. C 0.664
52. C 0.897
53. C -0.817
54. C 0.893
55. C -0.292
56. C -1.104
57. C -1.624
58. C -1.333
59. C -0.897
60. C -1.007
61. C 0.142
62. C 0.082
63. C -0.684
64. C -0.522
65. C -0.825
66. C 0.938
67. H 0.292
68. H 0.365
69. H 0.369
70. H 0.360
71. H 0.415
72. H 0.252
73. H 0.321
74. H 0.280
75. H 0.240
76. H 0.491
77. H 0.525
78. H 0.393
79. H 0.240
80. H 0.425
81. H 0.302
82. H 0.702
83. H 0.528
84. H 0.548
85. H 0.318
86. H 0.485
87. H 0.207
88. H 0.328
89. H 0.327
90. H 0.601
91. H 0.578
92. H 0.521
93. H 0.520
94. H 0.377
95. H 0.320
96. H 0.531
97. H 0.413
98. H 0.572
99. H 0.507